Entry i
# CH2FOPS

CH2FOPS in the gas phase (the ωB97M-V functional and the def2-TZVPD basis, the OMol25 dataset).

Element x y z (Å)
1 H 0.45 -2.59 0.29
2 P 0.99 -0.54 -0.80
3 S 2.90 0.63 0.18
4 C 1.10 -1.77 0.36
5 O 3.19 -0.27 1.30
6 F 3.95 0.33 -1.12
7 H 2.02 -1.84 1.07

For the HOMO energy, the calculation gives -9.459 eV. The spin multiplicity is 1.

The computed natural (NBO) charges, all in e, follow: 0.218, 0.443, 1.269, -0.798, -0.885, -0.526, 0.279

=====

Entry ii
# CH2FOPS

2 unconnected molecules or ions with the total composition CH2FOPS (the ωB97M-V functional and the def2-TZVPD basis, the OMol25 dataset).

Element x y z (Å)
1 P -0.24 0.26 1.67
2 H -0.66 -2.00 1.02
3 S 1.37 1.24 -1.90
4 C -0.96 -1.05 1.00
5 O 0.03 0.80 -1.59
6 F 2.10 1.51 -0.39
7 H -1.65 -0.77 0.20

For the HOMO energy (spin up / spin down), the calculation gives -6.776 / -6.676 eV. The spin multiplicity is 1.

The computed natural (NBO) charges, all in e, follow: 0.696, 0.223, 1.116, -0.907, -0.849, -0.539, 0.261

=====

Entry iii
# CH2FOPS

2 unconnected molecules or ions with the total composition CH2FOPS (the ωB97M-V functional and the def2-TZVPD basis, the OMol25 dataset).

Element x y z (Å)
1 P 0.68 -1.64 0.07
2 C 1.31 -0.03 -0.12
3 F -1.75 1.61 -0.69
4 S -2.57 0.87 0.52
5 H 0.74 0.78 0.31
6 H 2.38 0.10 -0.13
7 O -0.78 -1.69 0.06

For the HOMO energy (spin up / spin down), the calculation gives -8.208 / -8.289 eV. The spin multiplicity is 1.

The computed natural (NBO) charges, all in e, follow: 1.280, -0.841, -0.462, 0.498, 0.228, 0.218, -0.920

=====

List of relative energies, unit kJ/mol: entry i 0.0; entry ii 328.6; entry iii 344.8

=====

Entry i
# C4H14NO2

3 unconnected molecules or ions with the total composition C4H14NO2 (the ωB97M-V functional and the def2-TZVPD basis, the OMol25 dataset).

Element x y z (Å)
1 C -1.68 0.49 -1.10
2 H -0.22 -1.96 0.88
3 H 2.37 -1.87 1.78
4 H -1.41 0.61 -2.14
5 O 2.47 -1.33 0.98
6 H -2.00 -2.06 1.43
7 H -0.55 0.60 2.00
8 H 0.43 3.02 -1.97
9 N 0.59 0.06 -0.44
10 O 0.51 2.06 -2.00
11 H 0.85 -0.04 -1.44
12 H 0.91 1.85 -2.85
13 H -2.16 0.39 1.48
14 C -1.02 -1.55 1.50
15 H -2.76 0.59 -1.00
16 H 1.28 -0.62 0.05
17 C -0.84 0.33 -0.09
18 H -0.86 -1.75 2.57
19 C -1.15 -0.01 1.33
20 H 1.08 0.98 -0.42
21 H 3.38 -1.51 0.70

For the HOMO energy, the calculation gives -13.822 eV. As for the charge: +1. The spin multiplicity is 1.

The computed natural (NBO) charges, all in e, follow: -0.354, 0.200, 0.510, 0.222, -0.959, 0.245, 0.226, 0.508, -0.767, -0.984, 0.431, 0.491, 0.249, -0.621, 0.236, 0.480, 0.156, 0.231, -0.460, 0.456, 0.506

=====

Entry ii
# C4H14NO2

3 unconnected molecules or ions with the total composition C4H14NO2 (the ωB97M-V functional and the def2-TZVPD basis, the OMol25 dataset).

Element x y z (Å)
1 H -0.73 0.20 -2.85
2 H -1.06 -1.52 -0.07
3 H -1.34 -1.66 2.33
4 H 0.92 0.45 2.39
5 C 1.25 -0.12 0.42
6 H 0.78 0.81 -0.04
7 H -2.16 0.40 -2.41
8 H 0.97 -1.31 2.43
9 O 0.37 2.05 -2.28
10 H 3.00 -1.42 0.36
11 O -1.43 -0.07 -2.11
12 H 3.21 -0.16 -0.68
13 N -1.39 -0.69 0.44
14 H -2.45 -0.66 0.43
15 H 0.21 2.38 -1.34
16 C -0.89 -0.68 1.87
17 C 2.44 -0.58 0.02
18 H -1.09 0.16 -0.10
19 H 0.21 2.61 -3.00
20 H -1.48 0.23 2.40
21 C 0.64 -0.41 1.78

For the HOMO energy, the calculation gives -13.591 eV. As for the charge: +1. The spin multiplicity is 1.

The computed natural (NBO) charges, all in e, follow: 0.522, 0.454, 0.242, 0.252, -0.263, 0.180, 0.476, 0.252, -0.981, 0.213, -0.985, 0.231, -0.704, 0.443, 0.491, -0.220, -0.312, 0.474, 0.496, 0.228, -0.491

=====

Entry iii
# C4H14NO2

3 unconnected molecules or ions with the total composition C4H14NO2 (the ωB97M-V functional and the def2-TZVPD basis, the OMol25 dataset).

Element x y z (Å)
1 H -2.05 -2.72 -0.50
2 H 1.61 1.40 1.19
3 H -0.24 2.17 1.07
4 H -1.62 1.50 0.53
5 O -2.60 -0.06 0.74
6 H 3.18 -2.09 -0.22
7 H 1.59 -1.68 0.46
8 H -2.53 -1.91 -1.71
9 H 2.26 -0.12 -1.46
10 H -0.19 0.33 -1.17
11 C 1.43 0.90 0.22
12 C 0.19 0.95 -0.32
13 H 3.48 0.59 -0.36
14 N -0.73 1.93 0.26
15 C 2.51 0.05 -0.39
16 H -2.53 -1.01 0.30
17 H -3.38 -0.04 1.18
18 H 3.07 -1.20 1.32
19 H -0.84 2.87 -0.25
20 O -2.05 -1.83 -0.90
21 C 2.63 -1.31 0.34

For the HOMO energy, the calculation gives -14.030 eV. As for the charge: +1. The spin multiplicity is 1.

The computed natural (NBO) charges, all in e, follow: 0.500, 0.208, 0.423, 0.483, -1.020, 0.236, 0.201, 0.503, 0.222, 0.249, -0.115, -0.095, 0.240, -0.698, -0.451, 0.510, 0.475, 0.219, 0.442, -0.934, -0.600

=====

Entry iv
# C4H14NO2

2 unconnected molecules or ions with the total composition C4H14NO2 (the ωB97M-V functional and the def2-TZVPD basis, the OMol25 dataset).

Element x y z (Å)
1 C 0.11 0.73 -0.68
2 O 1.17 -2.65 1.11
3 O 1.58 0.76 1.22
4 H -2.33 -0.57 -0.36
5 H 0.73 2.46 0.42
6 H 2.02 1.35 1.85
7 H -0.47 -0.11 1.11
8 H 0.53 0.31 -1.58
9 H 1.54 -2.78 1.99
10 H -1.28 -1.59 -1.31
11 H 1.22 -3.52 0.68
12 C 1.19 1.53 0.09
13 N -0.30 -0.44 0.16
14 H 0.49 -1.12 0.27
15 H -1.77 1.12 -1.72
16 H -1.66 -1.98 0.44
17 C -1.05 1.61 -1.06
18 C -1.46 -1.22 -0.31
19 H -0.69 2.47 -1.62
20 H -1.63 1.97 -0.21
21 H 2.07 1.69 -0.51

For the HOMO energy, the calculation gives -14.735 eV. As for the charge: +1. The spin multiplicity is 1.

The computed natural (NBO) charges, all in e, follow: -0.067, -0.976, -0.746, 0.228, 0.184, 0.499, 0.438, 0.218, 0.503, 0.230, 0.498, -0.074, -0.515, 0.489, 0.232, 0.242, -0.646, -0.420, 0.256, 0.225, 0.202

=====

List of relative energies, unit kJ/mol: entry i 102.1; entry ii 248.4; entry iii 95.4; entry iv 0.0

=====

Entry i
# C4H14NO2

2 unconnected molecules or ions with the total composition C4H14NO2 (the ωB97M-V functional and the def2-TZVPD basis, the OMol25 dataset).

Element x y z (Å)
1 C 1.02 1.33 -0.60
2 H -1.10 -0.65 2.41
3 C 1.28 -0.14 -0.06
4 O -0.81 -1.03 -2.40
5 N -1.49 -1.16 0.36
6 H 1.40 2.50 0.80
7 H 1.89 1.85 -1.03
8 O 0.50 2.06 0.44
9 H -0.87 -1.93 0.26
10 H -0.24 -1.74 -2.80
11 H 1.01 -0.98 -0.68
12 H -1.27 0.69 1.26
13 H -2.40 -1.50 0.76
14 H 0.91 -1.45 1.68
15 H -1.83 -1.23 -2.46
16 H 0.26 1.37 -1.41
17 C 0.68 -0.39 1.32
18 C -0.83 -0.28 1.46
19 H 2.38 -0.06 0.01
20 H -1.39 -0.52 -0.42
21 H 1.28 0.38 1.97

For the HOMO energy, the calculation gives -13.651 eV. As for the charge: +1. The spin multiplicity is 1.

The computed natural (NBO) charges, all in e, follow: -0.075, 0.222, -0.467, -0.995, -0.703, 0.482, 0.190, -0.718, 0.429, 0.513, 0.200, 0.238, 0.457, 0.217, 0.495, 0.178, -0.438, -0.207, 0.240, 0.475, 0.268

=====

Entry ii
# C4H14NO2

2 unconnected molecules or ions with the total composition C4H14NO2 (the ωB97M-V functional and the def2-TZVPD basis, the OMol25 dataset).

Element x y z (Å)
1 H 2.26 0.57 1.72
2 C 1.31 1.52 -0.81
3 H -1.93 -0.95 -1.10
4 H 2.12 2.11 -0.40
5 H -1.52 1.76 0.66
6 O -0.27 -3.21 -0.06
7 C -1.19 -0.15 -1.13
8 H -0.54 -1.01 0.70
9 H 0.47 2.18 -0.98
10 H -0.65 -3.92 0.47
11 H 1.61 -0.47 -0.15
12 H 1.64 1.09 -1.75
13 C 1.00 0.38 0.16
14 C -0.46 -0.05 0.20
15 H -1.97 0.49 1.60
16 H -1.65 0.79 -1.38
17 H -0.49 1.17 1.83
18 N -1.18 0.91 1.11
19 H -0.49 -0.38 -1.95
20 O 1.33 0.71 1.51
21 H 0.62 -3.53 -0.27

For the HOMO energy, the calculation gives -14.833 eV. As for the charge: +1. The spin multiplicity is 1.

The computed natural (NBO) charges, all in e, follow: 0.514, -0.650, 0.251, 0.242, 0.433, -0.962, -0.638, 0.258, 0.203, 0.486, 0.202, 0.236, 0.082, -0.065, 0.441, 0.212, 0.470, -0.686, 0.252, -0.764, 0.482

=====

Entry iii
# C4H14NO2

2 unconnected molecules or ions with the total composition C4H14NO2 (the ωB97M-V functional and the def2-TZVPD basis, the OMol25 dataset).

Element x y z (Å)
1 H 0.29 -1.39 2.11
2 H -2.02 0.06 1.10
3 H -0.20 -0.83 -2.02
4 H -1.06 -1.86 -0.06
5 H 2.45 -0.75 -1.76
6 C 0.62 -1.31 -1.47
7 O -1.17 2.78 -1.14
8 C 0.23 0.53 1.05
9 H 0.68 0.99 0.18
10 N -1.28 0.77 1.18
11 H 0.80 -2.21 -2.05
12 H 1.65 -1.01 1.10
13 H 0.53 -2.76 -0.01
14 H -1.25 3.72 -1.35
15 C 0.01 -1.78 -0.04
16 H -1.53 1.04 2.13
17 H -0.18 2.76 -1.12
18 O 1.69 -0.41 -1.29
19 H -1.44 1.47 0.45
20 C 0.55 -0.97 1.13
21 H 0.63 1.15 1.88

For the HOMO energy, the calculation gives -13.721 eV. As for the charge: +1. The spin multiplicity is 1.

The computed natural (NBO) charges, all in e, follow: 0.229, 0.441, 0.163, 0.201, 0.496, -0.070, -0.958, -0.218, 0.250, -0.716, 0.195, 0.255, 0.239, 0.498, -0.443, 0.438, 0.476, -0.742, 0.478, -0.437, 0.227

=====

List of relative energies, unit kJ/mol: entry i 186.3; entry ii 0.0; entry iii 99.4